1.
This record from OMol25 describes C43H45CaN5P3 as an isolated structure. The level of theory is ωB97M-V/def2-TZVPD.

XYZ file:
```
97
Properties=species:S:1:pos:R:3:forces:R:3
Ca -0.22667 -0.56593 -0.22732 0.0434 0.4512 -0.4131
N -3.49807 0.12166 0.32862 0.2419 0.0368 -0.1027
P -2.31435 1.22462 -0.25616 -0.7422 0.0673 -0.0757
C -2.63393 1.43397 -2.03237 0.0407 0.0993 -0.0114
C -3.84989 1.91575 -2.52220 -0.0407 -0.0919 -0.0415
C -4.06528 1.99589 -3.88862 0.0224 -0.0064 -0.0461
C -3.06826 1.60306 -4.78084 -0.0990 0.0644 -0.0301
C -1.85301 1.12968 -4.31073 -0.0309 0.0027 0.0201
C -1.64444 1.05148 -2.94022 -0.1486 0.0601 0.0213
C -2.86339 2.77057 0.50850 0.0617 0.0267 0.0502
C -2.68133 3.97441 -0.17989 -0.0539 0.0106 -0.0006
C -3.05288 5.17663 0.40714 0.0114 -0.0294 0.0140
C -3.60380 5.18801 1.68398 0.0029 0.0606 -0.0194
C -3.77257 3.99830 2.37748 0.0146 -0.0803 0.0146
C -3.39661 2.79107 1.79844 0.0529 0.0810 0.0282
C -3.43626 -1.25381 0.10934 0.3548 0.0253 -0.2076
C -4.53558 -2.05557 0.41725 -0.1260 -0.0334 0.0229
C -4.45861 -3.40813 0.18080 -0.1088 -0.0712 0.0185
C -3.29388 -3.95419 -0.36686 -0.2141 -0.1381 0.0566
C -2.25743 -3.10914 -0.63238 0.0847 0.5300 0.0132
N -2.29508 -1.76470 -0.39632 -0.5029 -0.1687 0.1708
H -4.41929 0.47874 0.53116 -0.1463 0.0137 0.0114
H -4.63354 2.22210 -1.83682 0.0438 0.0029 -0.0230
H -5.01356 2.36266 -4.26406 0.0744 -0.0206 0.0169
H -3.24140 1.67096 -5.84868 -0.0165 -0.0191 0.0789
H -1.08247 0.81808 -5.00550 -0.0310 0.0253 0.0454
H -0.67732 0.69980 -2.59488 0.1893 -0.0345 0.0876
H -2.30073 3.96868 -1.19688 -0.0314 -0.0021 0.0347
H -2.94226 6.10441 -0.14242 -0.0081 -0.0573 0.0297
H -3.91203 6.12530 2.13329 0.0294 -0.0785 -0.0368
H -4.20218 4.00631 3.37278 0.0299 -0.0060 -0.0844
H -3.51967 1.87324 2.36114 -0.0232 -0.0011 -0.0355
H -5.43254 -1.60788 0.83048 0.0671 -0.0492 -0.0380
H -5.30731 -4.04372 0.40918 0.0771 0.0506 -0.0108
H -3.20698 -5.01161 -0.58310 -0.0249 0.1044 0.0188
H -1.34625 -3.49368 -1.06897 0.1156 0.0298 0.0052
N 2.59236 -2.03780 0.33167 0.1157 0.0913 0.2572
P 2.62474 -0.31694 0.31275 0.0232 -0.4313 0.1192
C 2.87592 0.19776 2.03495 -0.0177 -0.0210 0.0243
C 1.78434 0.70979 2.73768 0.1533 -0.0100 0.0419
C 1.86688 0.96347 4.10148 -0.0449 0.0144 -0.0299
C 3.05501 0.70855 4.76989 0.0905 -0.0314 0.0098
C 4.15602 0.20482 4.07834 -0.0327 0.0289 -0.0011
C 4.06935 -0.05068 2.71749 0.0116 -0.0054 0.1195
C 4.20592 0.04849 -0.49714 -0.0195 0.0790 0.0090
C 4.76246 -0.83046 -1.42236 0.0636 0.0495 -0.0760
C 5.97444 -0.52337 -2.03467 -0.0698 -0.0359 -0.0018
C 6.62826 0.66216 -1.73370 0.0289 0.0379 0.0071
C 6.07010 1.55204 -0.82022 -0.0235 -0.0163 -0.0255
C 4.86312 1.24873 -0.20651 -0.0014 0.0052 -0.0067
P 1.07332 -2.80726 0.58982 0.7114 -0.5187 0.2287
C 1.43170 -4.53056 0.19525 -0.0613 -0.0103 -0.0779
C 2.27716 -4.84473 -0.87047 -0.0210 -0.1359 0.0063
C 2.51139 -6.17358 -1.19997 -0.0128 0.0815 -0.0013
C 1.89047 -7.18826 -0.48204 0.0109 -0.0633 -0.0001
C 1.03051 -6.87791 0.56389 -0.0187 0.0240 0.0092
C 0.79776 -5.55161 0.90449 0.0171 -0.0693 -0.0130
C 0.74038 -2.78079 2.37034 0.0020 0.0827 0.0535
C -0.41056 -2.13006 2.81797 0.0754 -0.0628 0.1115
C -0.66711 -1.98530 4.17778 0.0103 -0.0262 -0.0790
C 0.23760 -2.49384 5.09608 0.0602 -0.0268 0.0605
C 1.38941 -3.14869 4.66093 -0.0170 0.0125 -0.0188
C 1.63952 -3.29578 3.30509 0.0043 0.0630 0.1186
H 3.39148 -2.48504 0.77460 0.1167 -0.0964 -0.0433
H 0.85462 0.92017 2.21974 -0.1263 0.0343 -0.0705
H 1.01016 1.35561 4.64042 0.0939 -0.0411 -0.0693
H 3.12754 0.90309 5.83437 0.0123 -0.0191 -0.0926
H 5.08368 0.01071 4.60418 -0.0678 0.0110 -0.0250
H 4.93284 -0.44634 2.19118 -0.0580 0.0305 0.0176
H 4.25970 -1.75918 -1.66208 0.0213 0.0032 0.0198
H 6.41013 -1.21758 -2.74404 -0.0328 0.0450 0.0646
H 7.58141 0.88878 -2.19828 -0.0870 -0.0178 0.0335
H 6.59576 2.46658 -0.56666 -0.0379 -0.0790 -0.0078
H 4.45695 1.92117 0.54417 0.0310 -0.0396 -0.0112
H 2.75769 -4.05743 -1.43586 0.0359 0.0214 -0.0213
H 3.17720 -6.41846 -2.01898 -0.0351 0.0263 0.0576
H 2.08052 -8.22620 -0.73690 -0.0329 0.1339 0.0256
H 0.54706 -7.67131 1.12191 0.0340 0.0666 -0.0301
H 0.13743 -5.31722 1.73097 0.0129 -0.0159 0.0019
H -1.15190 -1.77488 2.10790 -0.1168 0.0250 -0.0978
H -1.57165 -1.49490 4.51816 0.0454 -0.0342 -0.0345
H 0.04148 -2.39416 6.15865 0.0381 -0.0140 -0.1068
H 2.08730 -3.55235 5.38479 -0.0436 0.0179 -0.0359
H 2.53200 -3.81861 2.97677 -0.0292 0.0086 0.0078
N 2.86461 5.50856 -1.44850 -0.1969 -0.0481 -0.0190
C 1.40981 5.14409 -1.69895 0.1059 0.0180 0.0593
C 1.15859 3.63786 -1.62289 0.0903 -0.1208 0.3122
N 0.89956 3.05492 -0.30404 -0.0657 0.1599 -0.3163
H 3.01497 6.51404 -1.52888 -0.0122 0.1759 -0.0191
H 3.48057 5.05705 -2.12359 0.0781 -0.0886 -0.1234
H 3.17601 5.23483 -0.51863 0.0174 -0.0678 0.1724
H 1.16916 5.53698 -2.68324 0.0491 0.0120 -0.0720
H 0.82795 5.68161 -0.95607 -0.0607 0.0763 0.0483
H 1.99353 3.10137 -2.08547 -0.0236 -0.0150 -0.0182
H 0.29497 3.45100 -2.25831 -0.1044 -0.0832 -0.0054
H 0.07204 3.45596 0.12810 0.0257 0.0274 -0.0233
H 1.66944 3.14470 0.34716 0.0754 -0.0727 -0.0056
```
Positions in Å, forces in eV/Å.

Properties
Lowest unoccupied orbital energy: -7.20 eV
Spin multiplicity: 1
Energy relative to the best compared isomer or geometry (same formula, charge and spin): 0.515 eV
HOMO: -15.23 eV
Frontier orbital gap: 8.03 eV
Total charge: +3



2.
This record from OMol25 describes C43H46CsF10IN12O6S2 as an isolated structure in a non-equilibrium geometry. The level of theory is ωB97M-V/def2-TZVPD.

XYZ file:
```
121
Properties=species:S:1:pos:R:3:forces:R:3
Cs 1.12921 0.55715 -1.07405 -3.2154 1.1551 1.2381
C -3.68195 -5.66792 -2.68768 0.0073 -0.0047 0.0038
C -2.76820 -4.48718 -2.53884 -0.0309 0.0138 0.0166
C -1.93816 -4.07436 -3.51384 0.0170 -0.0035 -0.0105
C -0.96918 -3.03629 -3.25786 0.0464 0.0286 0.0354
C 0.02106 -2.68178 -4.11986 0.0646 -0.0045 0.0086
N 0.02952 -2.90123 -5.46565 -0.0198 -0.0417 -0.0074
C -1.15964 -2.57648 -6.25020 -0.0119 0.0234 0.0023
C -0.97920 -1.26147 -7.00997 -0.0219 0.0048 0.0126
C -0.50970 -0.08135 -6.15988 -0.0506 -0.0196 0.0229
N -1.47622 0.39064 -5.18323 0.0662 0.0216 0.0703
C -1.86693 1.66137 -5.17292 -0.0124 -0.0261 -0.0362
C -2.43114 2.33054 -4.10867 -0.0032 -0.0128 0.0067
C -2.71578 3.72678 -4.25616 0.0177 -0.0196 -0.0026
C -2.99140 4.51181 -3.19201 0.0096 -0.0109 0.0281
C -3.24299 5.98900 -3.29700 -0.0041 0.0312 0.0279
C -2.95922 3.89315 -1.89905 0.0110 0.0206 -0.0007
C -2.74164 2.57038 -1.68416 -0.0212 -0.0178 -0.0222
C -2.66777 2.09711 -0.26900 -0.0252 -0.0071 -0.0279
N -3.47245 1.34363 0.34504 -0.0196 0.0303 0.0435
C -4.61658 0.78140 -0.35710 0.0228 0.0054 -0.0436
C -5.20068 -0.39151 0.42207 0.0044 -0.0207 0.0237
C -4.40170 -1.67894 0.24388 0.0340 0.0051 -0.0124
N -3.08821 -1.54532 0.84206 -0.0042 -0.0165 0.0183
C -2.03795 -1.98108 0.28031 -0.0071 0.0050 0.0924
C -1.95240 -2.74524 -0.98498 -0.0523 0.0243 -0.1310
C -2.77078 -3.77697 -1.27795 -0.0379 0.0131 0.0114
C -0.91912 -2.36387 -1.94787 -0.0313 -0.0085 -0.2716
O -0.09348 -1.47775 -1.72976 -1.0628 -1.7536 -0.3772
C -2.49051 1.68100 -2.81068 -0.0545 0.0156 -0.0377
O -2.29869 0.45332 -2.67435 0.0368 0.0412 -0.0056
H -3.62337 -6.08766 -3.69252 -0.0030 -0.0021 0.0016
H -4.72018 -5.39019 -2.48865 -0.0057 0.0006 -0.0064
H -3.41390 -6.44906 -1.97190 0.0084 0.0033 0.0004
H -1.90217 -4.60430 -4.46036 -0.0023 0.0109 -0.0043
H 0.87930 -2.16235 -3.70622 -0.0132 -0.0105 -0.0025
H 0.89293 -2.63306 -5.91234 -0.0021 0.0123 -0.0035
H -1.99302 -2.48894 -5.55469 -0.0021 -0.0144 -0.0008
H -1.39857 -3.38105 -6.94961 -0.0044 0.0041 -0.0038
H -1.93093 -1.00921 -7.48562 0.0190 0.0193 -0.0349
H -0.24724 -1.40044 -7.81337 0.0120 -0.0235 0.0144
H -0.26892 0.75207 -6.82172 -0.0093 0.0090 0.0109
H 0.41603 -0.32652 -5.63295 0.0226 0.0008 -0.0338
H -1.58473 -0.06345 -4.26358 -0.0130 0.0124 -0.0138
H -1.66720 2.22016 -6.08501 -0.0062 -0.0093 -0.0062
H -2.66649 4.15655 -5.25315 0.0134 0.0035 0.0004
H -3.35323 6.29374 -4.33864 0.0145 -0.0053 0.0001
H -2.41445 6.55524 -2.86558 0.0280 0.0051 -0.0061
H -4.15314 6.27466 -2.76234 -0.0037 -0.0177 -0.0177
H -3.09877 4.53397 -1.03113 0.0045 -0.0006 -0.0048
H -1.84832 2.51548 0.31516 0.0383 -0.0027 0.0215
H -4.34719 0.45630 -1.36851 -0.0108 0.0084 -0.0036
H -5.37087 1.57166 -0.45600 -0.0060 -0.0105 0.0230
H -6.22578 -0.57620 0.08262 0.0014 0.0083 -0.0085
H -5.23379 -0.12617 1.48118 -0.0097 -0.0040 0.0008
H -4.37131 -1.92327 -0.82688 0.0052 -0.0146 0.0074
H -4.91924 -2.49938 0.75395 -0.0300 0.0138 -0.0045
H -1.09059 -1.76680 0.77483 0.0519 -0.0376 0.0276
H -3.47482 -4.10716 -0.52049 -0.0079 0.0126 -0.0125
C 3.71183 1.46852 2.38124 0.0160 0.0754 0.0236
C 2.30073 1.43061 2.95439 0.0250 -0.0720 -0.1480
N 1.90904 0.08385 3.33115 0.1222 0.0753 -0.0264
C 2.68752 -0.44824 4.44120 0.0041 -0.0040 0.0173
C 3.40978 -1.73839 4.07109 -0.0231 0.0168 0.0013
C 0.47842 -0.08917 3.48989 -0.0453 -0.0319 -0.0231
C 0.02364 -1.53512 3.69794 0.0043 0.0014 -0.0165
N 0.34060 -2.35934 2.55517 -0.0121 0.0286 -0.0539
C -0.20513 -3.54281 2.43993 -0.1741 0.1402 -0.1159
C -0.10371 -4.22515 1.17087 0.0934 -0.0750 0.0522
F 0.60656 -3.62413 0.18788 0.0486 -0.0458 0.0437
C -0.74021 -5.39726 0.87932 0.0220 0.0135 -0.0026
F -0.62449 -5.90257 -0.37933 0.0223 -0.0280 0.0042
C -1.52953 -6.08472 1.79667 -0.0195 0.0022 0.0198
C -1.61592 -5.48589 3.04422 -0.0500 -0.0007 -0.0167
F -2.35210 -6.10579 4.00701 0.0086 -0.0009 -0.0055
C -1.00492 -4.30011 3.36683 0.0243 -0.0185 0.0096
F -1.17485 -3.84937 4.64455 0.0325 0.0116 0.0235
H 3.93602 2.46074 1.98272 0.0046 0.0024 0.0149
H 3.80331 0.74270 1.57433 -0.0040 0.0020 -0.0047
H 4.46616 1.23285 3.13546 0.0058 -0.0037 -0.0160
H 1.61274 1.80524 2.18909 -0.0578 -0.1543 0.1282
H 2.22120 2.13715 3.80544 -0.0245 0.0080 0.0141
H 2.03547 -0.62593 5.30744 0.0005 0.0174 -0.0030
H 3.41466 0.30411 4.76676 0.0009 -0.0156 0.0108
H 2.69366 -2.45584 3.66916 0.0108 -0.0121 0.0005
H 3.91790 -2.16927 4.94002 -0.0003 -0.0058 -0.0008
H 4.14798 -1.54358 3.29108 -0.0044 -0.0054 -0.0064
H -0.01314 0.30026 2.59301 0.0231 -0.0242 -0.0113
H 0.09969 0.50589 4.34879 0.0025 -0.0055 0.0097
H -1.06082 -1.47431 3.86656 -0.0261 -0.0293 0.0497
H 0.45311 -1.91933 4.63555 -0.0101 0.0245 -0.0031
H -2.02699 -7.01134 1.55951 0.0169 -0.0143 0.0111
F 5.14592 -2.74624 -2.85225 0.0237 0.0076 -0.0368
C 4.07834 -2.40799 -2.12304 0.0045 0.0132 0.0102
F 3.02231 -2.34875 -2.94439 -0.0261 0.0000 -0.0103
F 3.85940 -3.35859 -1.22456 0.0267 -0.0227 0.0133
S 4.34474 -0.80632 -1.25025 0.2069 -0.1407 -0.0223
O 3.17651 -0.64224 -0.42188 2.0468 -1.2669 0.5132
O 5.62088 -0.93895 -0.61378 -0.0106 -0.0261 -0.0013
N 4.33169 0.13695 -2.51954 0.0941 0.1399 0.2671
S 4.19336 1.69855 -2.29406 0.3625 0.0478 -0.1303
O 5.43225 2.39803 -2.12076 -0.0154 -0.0250 0.0001
O 3.09726 2.03426 -1.41946 1.9291 1.3865 -0.5849
C 3.69321 2.12568 -4.02206 -0.0042 -0.0371 0.0147
F 4.73443 1.95320 -4.84807 0.0217 -0.0178 -0.0159
F 2.69509 1.36392 -4.46717 -0.0592 -0.0066 -0.0019
F 3.33086 3.40234 -4.07657 -0.0080 0.0379 -0.0014
I -0.74363 6.37898 4.86017 -0.0113 0.0142 0.0128
C -0.34073 5.27704 3.16632 0.0116 -0.0235 -0.0043
C 0.32890 5.70501 2.04114 0.0003 -0.0197 -0.0045
N 0.37404 4.64960 1.21320 -0.0681 -0.0185 0.0850
N -0.23125 3.57053 1.72143 -0.0229 -0.0171 -0.0975
C -0.67200 3.93369 2.91389 0.0607 0.0264 0.0272
H 0.75357 6.65874 1.77941 0.0035 -0.0016 -0.0020
H 0.71314 4.62072 0.24369 0.0117 0.0376 -0.0578
H -1.19818 3.23138 3.53989 0.0124 -0.0013 0.0093
N 0.22492 7.01978 -2.32131 0.0547 -0.0130 -0.0156
C 0.52898 5.93121 -2.04851 -0.2097 0.0369 -0.0831
N 0.87532 4.73899 -1.61362 0.1314 -0.0347 0.1114
C 0.68088 3.67300 -2.35139 -0.1426 0.0933 -0.1550
N 0.53855 2.65963 -2.90321 -0.2024 0.5149 -0.4360
```
Positions in Å, forces in eV/Å.

Properties
Lowest unoccupied orbital energy: 3.08 eV
Spin multiplicity: 1
Energy relative to the best compared isomer or geometry (same formula, charge and spin): 1.109 eV
HOMO: -1.60 eV
Frontier orbital gap: 4.68 eV
Total charge: -2